{
  "formula": "C33H64BrClNO13P3S",
  "method": "ωB97M-V/def2-TZVPD",
  "species": ["C", "C", "C", "C", "C", "C", "C", "C", "C", "C", "C", "C", "N", "C", "C", "C", "O", "C", "C", "C", "C", "C", "C", "O", "C", "C", "C", "C", "Cl", "C", "O", "C", "Br", "P", "O", "O", "S", "H", "H", "H", "H", "H", "H", "H", "H", "H", "H", "H", "H", "H", "H", "H", "H", "H", "H", "H", "H", "H", "H", "H", "H", "H", "H", "H", "H", "H", "H", "H", "H", "H", "H", "H", "H", "H", "H", "H", "H", "H", "H", "H", "H", "H", "H", "C", "O", "P", "O", "O", "C", "O", "C", "H", "H", "H", "H", "H", "H", "H", "H", "H", "C", "O", "P", "O", "O", "C", "O", "C", "H", "H", "H", "H", "H", "H", "H", "H", "H"],
  "positions_angstrom": [[9.60, -0.11, 1.95], [9.10, 0.30, 0.47], [8.12, 1.61, 0.54], [6.69, 1.16, -0.05], [5.59, 2.37, -0.06], [4.25, 1.74, -0.70], [3.30, 2.83, -1.44], [1.74, 2.58, -1.03], [1.19, 1.26, -1.82], [-0.39, 1.05, -1.69], [-0.86, -0.02, -0.54], [0.24, -0.32, 0.57], [1.22, -1.42, 0.21], [2.57, -1.18, 0.80], [-1.02, -1.41, -1.39], [-1.62, -2.60, -0.54], [-1.91, -2.57, 0.70], [-1.98, -4.01, -1.27], [-3.52, -4.32, -1.35], [-4.08, -5.63, -1.97], [-3.02, -6.65, -2.51], [-1.49, -6.33, -2.45], [-0.92, -5.00, -1.82], [-2.18, 0.32, -0.14], [-2.38, 1.19, 0.95], [-1.44, 2.49, 1.09], [-1.38, 3.15, 2.55], [-0.89, 4.69, 2.31], [-1.40, 5.60, 3.86], [-2.55, 0.42, 2.38], [-3.58, 0.99, 3.21], [-4.05, 0.07, 4.20], [-2.74, -0.05, 5.73], [-4.14, 1.93, 0.63], [-4.04, 2.51, -1.00], [-4.46, 3.30, 1.58], [-5.54, 0.59, 0.63], [9.05, -1.04, 2.34], [10.74, -0.27, 1.92], [9.40, 0.74, 2.70], [8.48, -0.56, 0.01], [9.95, 0.55, -0.25], [7.98, 1.95, 1.63], [8.51, 2.46, -0.12], [6.76, 0.81, -1.15], [6.25, 0.32, 0.60], [5.97, 3.28, -0.65], [5.31, 2.66, 1.02], [3.63, 1.35, 0.20], [4.47, 0.84, -1.39], [3.44, 2.73, -2.58], [3.63, 3.89, -1.16], [1.74, 2.45, 0.11], [1.16, 3.51, -1.37], [1.84, 0.35, -1.59], [1.39, 1.51, -2.94], [-0.89, 2.07, -1.57], [-0.76, 0.65, -2.71], [0.91, 0.59, 0.83], [-0.18, -0.66, 1.60], [0.83, -2.30, 0.60], [3.00, -2.21, 1.08], [2.58, -0.51, 1.72], [3.25, -0.80, -0.05], [-1.83, -1.14, -2.18], [-0.09, -1.66, -1.99], [-4.29, -3.58, -0.95], [-5.21, -5.86, -1.99], [-3.41, -7.63, -2.94], [-0.74, -7.10, -2.84], [0.20, -4.78, -1.75], [-0.36, 2.35, 0.73], [-1.89, 3.30, 0.38], [-2.38, 3.23, 3.09], [-0.55, 2.68, 3.20], [-1.56, 5.11, 1.49], [0.23, 4.78, 2.09], [-2.81, -0.69, 2.23], [-1.52, 0.43, 2.90], [-4.19, -1.00, 3.83], [-5.08, 0.40, 4.62], [-4.90, 2.93, -1.24], [-5.38, 3.29, 1.91], [-2.50, 5.16, -4.79], [-1.89, 5.81, -3.67], [-0.17, 5.96, -3.77], [0.04, 4.79, -2.82], [-0.26, 7.37, -2.93], [-0.91, 8.46, -3.57], [1.52, 6.16, -3.99], [1.93, 7.25, -4.81], [-3.19, 4.41, -4.42], [-3.05, 5.90, -5.37], [-1.75, 4.68, -5.43], [-1.95, 8.51, -3.24], [-0.87, 8.37, -4.65], [-0.40, 9.39, -3.27], [1.97, 8.17, -4.22], [1.25, 7.38, -5.66], [2.93, 7.04, -5.19], [-3.28, -9.62, 4.99], [-4.14, -9.27, 3.90], [-4.09, -7.60, 3.47], [-5.40, -7.32, 4.18], [-4.39, -8.01, 1.90], [-3.38, -8.75, 1.22], [-3.91, -5.95, 3.02], [-2.78, -5.63, 2.21], [-3.85, -10.23, 5.70], [-2.45, -10.21, 4.60], [-2.89, -8.74, 5.50], [-3.61, -9.82, 1.27], [-2.40, -8.57, 1.65], [-3.37, -8.44, 0.17], [-3.02, -5.81, 1.16], [-1.91, -6.22, 2.51], [-2.55, -4.57, 2.34]],
  "lumo_ha": -0.104,
  "smiles": "CCCCCCCCCC[C@](CNC)(CC(=O)c1ccccc1)O[C@](CCCCl)(COCBr)P(O)(O)=S.COP(=O)(OC)OC.COP(=O)(OC)OC",
  "orbital_gap_ev": 5.756,
  "homo_ev": -8.574
}

{
  "formula": "C33H65N11Te4W",
  "method": "ωB97M-V/def2-TZVPD",
  "species": ["W", "C", "N", "C", "C", "N", "C", "C", "N", "C", "C", "N", "C", "N", "C", "C", "N", "C", "C", "C", "C", "N", "C", "N", "C", "C", "N", "C", "C", "N", "C", "C", "H", "H", "H", "H", "H", "H", "H", "H", "H", "H", "H", "H", "H", "H", "H", "H", "H", "H", "H", "H", "H", "H", "H", "H", "H", "H", "H", "H", "H", "H", "H", "H", "H", "H", "H", "H", "H", "H", "H", "H", "H", "H", "H", "H", "H", "H", "H", "H", "Te", "Te", "Te", "Te", "C", "C", "C", "C", "C", "C", "C", "C", "C", "C", "C", "C", "N", "H", "H", "H", "H", "H", "H", "H", "H", "H", "H", "H", "H", "H", "H", "H", "H", "H"],
  "positions_angstrom": [[0.27, -0.54, -0.07], [-4.44, -1.95, 0.85], [-3.03, -2.22, 1.14], [-2.67, -3.63, 1.16], [-2.45, -1.36, 2.04], [-1.23, -0.96, 1.86], [-0.61, -0.24, 2.98], [-0.47, 1.22, 2.61], [-0.12, 1.47, 1.18], [1.27, 1.93, 1.06], [2.32, 0.91, 1.50], [1.94, -0.53, 1.35], [2.40, -1.31, 2.27], [3.33, -0.84, 3.21], [3.21, -1.35, 4.57], [4.69, -0.57, 2.77], [2.12, -2.71, 2.21], [3.33, -3.53, 2.22], [1.06, -3.28, 3.03], [-1.07, 2.48, 0.62], [-2.29, 1.92, -0.12], [-1.95, 1.26, -1.35], [-2.64, 1.45, -2.41], [-3.88, 2.12, -2.39], [-4.24, 3.06, -3.42], [-4.97, 1.53, -1.65], [-2.26, 0.96, -3.64], [-0.88, 0.67, -4.01], [-3.24, 0.55, -4.63], [-3.18, -0.99, 3.20], [-3.89, 0.28, 3.24], [-3.84, -2.07, 3.91], [-4.60, -0.87, 0.80], [-5.13, -2.39, 1.57], [-4.66, -2.35, -0.14], [-2.71, -4.04, 0.15], [-3.36, -4.19, 1.80], [-1.65, -3.75, 1.53], [0.35, -0.69, 3.19], [-1.22, -0.32, 3.88], [0.29, 1.70, 3.23], [-1.42, 1.70, 2.81], [1.44, 2.84, 1.67], [1.41, 2.18, 0.03], [2.58, 1.08, 2.54], [3.22, 1.11, 0.91], [2.17, -1.40, 4.87], [3.73, -0.66, 5.24], [3.66, -2.34, 4.71], [4.69, -0.28, 1.72], [5.33, -1.45, 2.89], [5.11, 0.25, 3.36], [4.07, -3.13, 1.53], [3.03, -4.52, 1.84], [3.78, -3.65, 3.21], [1.33, -3.36, 4.09], [0.86, -4.29, 2.65], [0.14, -2.70, 2.93], [-0.51, 3.14, -0.03], [-1.44, 3.08, 1.45], [-2.99, 2.75, -0.28], [-2.78, 1.20, 0.56], [-3.35, 3.41, -3.93], [-4.74, 3.93, -2.97], [-4.93, 2.65, -4.17], [-4.59, 0.82, -0.92], [-5.66, 0.98, -2.31], [-5.55, 2.30, -1.13], [-0.24, 0.74, -3.14], [-0.54, 1.36, -4.79], [-0.82, -0.35, -4.40], [-4.23, 0.50, -4.20], [-2.99, -0.45, -4.97], [-3.25, 1.22, -5.50], [-3.41, 1.00, 2.58], [-3.89, 0.68, 4.25], [-4.93, 0.16, 2.91], [-3.20, -2.95, 3.95], [-4.81, -2.37, 3.49], [-4.01, -1.74, 4.94], [-1.36, -1.89, -1.76], [-3.78, -2.94, -2.40], [0.99, -5.78, -0.37], [0.50, -3.16, -0.28], [3.73, -2.22, -1.22], [3.41, -1.48, -2.52], [2.16, -1.94, -3.28], [3.48, 0.03, -2.34], [4.71, 0.54, -2.72], [5.00, 1.89, -2.71], [3.96, 2.74, -2.43], [2.68, 2.31, -2.06], [1.75, 3.55, -2.06], [0.30, 3.32, -2.43], [1.91, 4.50, -0.86], [2.45, 0.91, -1.86], [1.29, 0.34, -1.26], [3.65, -3.31, -1.35], [3.08, -1.92, -0.41], [4.77, -1.99, -0.94], [4.24, -1.72, -3.17], [1.23, -1.52, -2.90], [2.06, -3.02, -3.27], [2.25, -1.62, -4.32], [5.47, -0.17, -3.04], [5.97, 2.26, -3.00], [4.12, 3.80, -2.54], [2.17, 4.13, -2.89], [-0.12, 2.45, -1.95], [0.20, 3.17, -3.51], [-0.30, 4.20, -2.16], [1.28, 4.24, -0.01], [1.63, 5.51, -1.17], [2.95, 4.54, -0.51]],
  "lumo_ha": -0.009,
  "de_lowest_ev": 1.698,
  "orbital_gap_ev": 5.474,
  "homo_ev": -5.712
}

{
  "formula": "C33H65N9O3P2SV",
  "method": "ωB97M-V/def2-TZVPD",
  "species": ["V", "C", "C", "N", "C", "C", "C", "S", "N", "C", "O", "C", "C", "C", "C", "C", "C", "H", "H", "H", "H", "H", "H", "H", "H", "H", "H", "H", "H", "H", "H", "H", "O", "H", "H", "N", "P", "N", "C", "C", "C", "C", "C", "N", "C", "C", "C", "C", "C", "N", "C", "C", "C", "C", "C", "H", "H", "H", "H", "H", "H", "H", "H", "H", "H", "H", "H", "H", "H", "H", "H", "H", "H", "H", "H", "H", "H", "H", "H", "H", "H", "H", "H", "H", "H", "C", "N", "C", "P", "O", "N", "C", "C", "N", "C", "C", "H", "H", "H", "H", "H", "H", "H", "H", "H", "H", "H", "H", "H", "H", "H", "H", "H", "H"],
  "positions_angstrom": [[-0.13, -0.51, 0.01], [-5.62, 0.97, 2.51], [-5.45, 1.63, 1.15], [-4.06, 1.97, 0.83], [-3.67, 3.38, 0.94], [-3.23, 3.76, 2.35], [-3.18, 1.01, 0.51], [-1.53, 1.46, 0.28], [-3.72, -0.22, 0.40], [-3.03, -1.33, 0.40], [-1.76, -1.46, 0.54], [-3.79, -2.60, 0.25], [-5.17, -2.58, 0.04], [-5.86, -3.77, -0.11], [-5.19, -4.98, -0.05], [-3.82, -5.01, 0.16], [-3.12, -3.82, 0.31], [-6.67, 0.75, 2.68], [-5.27, 1.62, 3.31], [-5.06, 0.03, 2.55], [-6.02, 2.56, 1.10], [-5.83, 0.97, 0.36], [-4.53, 3.97, 0.63], [-2.87, 3.57, 0.24], [-4.05, 3.66, 3.07], [-2.89, 4.79, 2.37], [-2.41, 3.12, 2.68], [-5.68, -1.63, 0.00], [-6.93, -3.75, -0.28], [-5.74, -5.91, -0.16], [-3.30, -5.96, 0.23], [-2.05, -3.82, 0.47], [0.12, 0.58, -2.47], [-0.57, 1.25, -2.44], [0.77, 0.89, -1.82], [1.43, 0.34, 0.25], [2.55, 1.17, 0.99], [3.41, 2.06, -0.13], [3.82, 1.33, -1.35], [4.55, 2.27, -2.29], [5.88, 2.74, -1.68], [5.79, 2.76, -0.14], [4.38, 3.09, 0.31], [3.49, 0.12, 1.85], [3.34, -1.34, 1.75], [4.71, -2.00, 1.81], [5.40, -1.73, 3.15], [4.90, -0.42, 3.78], [4.59, 0.60, 2.70], [2.07, 2.32, 2.09], [1.46, 3.57, 1.60], [1.61, 4.66, 2.66], [0.96, 4.21, 3.97], [1.55, 2.87, 4.42], [1.42, 1.84, 3.31], [2.93, 0.92, -1.82], [4.47, 0.47, -1.10], [3.90, 3.12, -2.48], [4.71, 1.77, -3.25], [6.12, 3.73, -2.05], [6.69, 2.08, -1.99], [6.49, 3.48, 0.28], [6.07, 1.78, 0.26], [4.08, 4.06, -0.12], [4.32, 3.19, 1.39], [2.83, -1.57, 0.82], [2.71, -1.71, 2.56], [5.32, -1.60, 0.98], [4.60, -3.07, 1.63], [6.48, -1.68, 3.01], [5.22, -2.56, 3.84], [5.63, -0.02, 4.48], [3.98, -0.60, 4.36], [5.50, 0.79, 2.11], [4.30, 1.56, 3.15], [0.40, 3.40, 1.38], [1.95, 3.86, 0.67], [1.15, 5.58, 2.29], [2.67, 4.86, 2.82], [-0.12, 4.10, 3.82], [1.10, 4.97, 4.75], [1.04, 2.51, 5.31], [2.61, 3.00, 4.67], [0.36, 1.63, 3.11], [1.88, 0.90, 3.61], [-0.72, -5.53, -2.22], [-0.01, -4.63, -1.32], [0.34, -5.21, -0.03], [0.70, -3.23, -1.79], [0.61, -2.21, -0.69], [2.29, -3.50, -2.12], [3.21, -2.37, -2.18], [2.81, -4.76, -2.61], [-0.07, -2.69, -3.14], [0.43, -2.85, -4.49], [-1.45, -2.23, -3.05], [-0.12, -6.42, -2.44], [-0.95, -5.03, -3.16], [-1.65, -5.85, -1.76], [-0.56, -5.58, 0.47], [0.79, -4.44, 0.61], [1.05, -6.04, -0.13], [2.73, -1.48, -1.78], [3.53, -2.18, -3.21], [4.10, -2.58, -1.58], [2.06, -5.54, -2.54], [3.68, -5.06, -2.01], [3.14, -4.68, -3.65], [1.47, -3.17, -4.48], [0.37, -1.90, -5.02], [-0.15, -3.59, -5.05], [-1.73, -2.07, -2.00], [-2.15, -2.97, -3.47], [-1.56, -1.29, -3.59]],
  "charge": 1,
  "lumo_ha": [-0.082, -0.081],
  "multiplicity": 3,
  "de_lowest_ev": 0.199,
  "orbital_gap_ev": [8.165, 8.575],
  "homo_ev": [-10.405, -10.786]
}

{
  "formula": "C33H66NO2",
  "method": "ωB97M-V/def2-TZVPD",
  "species": ["C", "C", "C", "C", "C", "C", "C", "C", "C", "O", "N", "O", "H", "H", "H", "H", "H", "H", "H", "H", "H", "H", "C", "C", "C", "C", "C", "C", "H", "H", "H", "H", "H", "H", "H", "H", "H", "H", "H", "H", "H", "H", "C", "C", "C", "C", "C", "C", "H", "H", "H", "H", "H", "H", "H", "H", "H", "H", "H", "H", "H", "H", "C", "C", "C", "C", "C", "C", "H", "H", "H", "H", "H", "H", "H", "H", "H", "H", "H", "H", "H", "H", "C", "C", "C", "C", "C", "C", "H", "H", "H", "H", "H", "H", "H", "H", "H", "H", "H", "H", "H", "H"],
  "positions_angstrom": [[-1.53, 1.00, 0.63], [-2.58, 1.38, -0.37], [-3.64, 0.49, -0.55], [-4.65, 0.75, -1.48], [-4.63, 1.91, -2.22], [-3.58, 2.82, -2.05], [-2.56, 2.55, -1.14], [-1.42, 3.54, -1.05], [-0.27, 3.19, -2.03], [0.68, 2.29, -1.34], [0.60, 1.07, -1.97], [1.66, 0.73, -2.41], [-1.01, 1.84, 1.07], [-0.77, 0.36, 0.18], [-1.97, 0.43, 1.45], [-3.70, -0.43, 0.02], [-5.46, 0.05, -1.63], [-5.39, 2.12, -2.96], [-3.57, 3.71, -2.65], [-1.04, 3.57, -0.03], [-1.79, 4.54, -1.29], [-0.70, 2.59, -2.84], [1.04, -5.77, 2.19], [2.31, -4.93, 2.12], [2.08, -3.46, 2.45], [1.13, -2.72, 1.51], [1.54, -2.74, 0.04], [2.87, -2.05, -0.22], [0.29, -5.44, 1.47], [1.27, -6.82, 1.97], [0.60, -5.72, 3.19], [2.76, -5.02, 1.13], [3.04, -5.33, 2.82], [3.04, -2.94, 2.48], [1.68, -3.39, 3.47], [1.04, -1.68, 1.84], [0.12, -3.14, 1.60], [0.77, -2.23, -0.54], [1.58, -3.77, -0.34], [2.84, -1.01, 0.10], [3.10, -2.05, -1.29], [3.70, -2.54, 0.29], [7.59, 2.86, -1.77], [6.39, 1.92, -1.84], [5.06, 2.65, -2.02], [4.68, 3.61, -0.89], [4.60, 2.96, 0.49], [3.54, 1.88, 0.57], [7.53, 3.54, -0.92], [8.52, 2.29, -1.67], [7.67, 3.45, -2.69], [6.36, 1.30, -0.93], [6.52, 1.23, -2.67], [4.26, 1.91, -2.15], [5.09, 3.22, -2.96], [3.71, 4.05, -1.13], [5.39, 4.44, -0.86], [4.37, 3.75, 1.22], [5.57, 2.55, 0.79], [2.55, 2.28, 0.32], [3.48, 1.47, 1.58], [3.75, 1.05, -0.11], [-5.93, 3.38, -5.58], [-4.61, 4.14, -5.75], [-4.73, 5.64, -5.48], [-5.67, 6.39, -6.42], [-5.33, 6.27, -7.90], [-3.96, 6.85, -8.25], [-6.68, 3.72, -6.29], [-5.77, 2.31, -5.75], [-6.32, 3.51, -4.57], [-4.21, 3.96, -6.75], [-3.88, 3.72, -5.05], [-3.74, 6.08, -5.52], [-5.08, 5.78, -4.45], [-5.68, 7.45, -6.14], [-6.70, 6.04, -6.27], [-6.09, 6.80, -8.48], [-5.37, 5.23, -8.22], [-3.91, 7.91, -7.98], [-3.77, 6.77, -9.33], [-3.16, 6.33, -7.74], [2.30, -6.91, 6.21], [0.81, -7.19, 6.13], [-0.05, -5.95, 6.36], [0.09, -5.30, 7.73], [-0.21, -6.22, 8.92], [-1.65, -6.73, 8.93], [2.60, -6.55, 7.20], [2.88, -7.81, 6.01], [2.60, -6.15, 5.47], [0.54, -7.97, 6.85], [0.58, -7.59, 5.14], [-1.10, -6.21, 6.19], [0.19, -5.20, 5.60], [-0.58, -4.43, 7.78], [1.10, -4.90, 7.85], [-0.02, -5.67, 9.84], [0.48, -7.07, 8.92], [-2.36, -5.90, 8.97], [-1.83, -7.36, 9.81], [-1.87, -7.33, 8.05]],
  "charge": -1,
  "lumo_ha": 0.083,
  "orbital_gap_ev": 4.535,
  "homo_ev": -2.267
}